(1)
Here is the molecule C10Cl8 from the Open Molecules 2025 dataset. Energies are from ωB97M-V with the def2-TZVPD basis set.

Results
total energy: -4062.5073 Ha
relative energy (zero: lowest compared OMol25 entry of this formula, charge and spin): 34.40 kcal per mole
lowest unoccupied orbital energy: -2.93 eV
SMILES string: ClC1=C(Cl)C(=C2C(Cl)=C(Cl)C(Cl)=C2Cl)C(Cl)=C1Cl

Bonds (Å) are listed after each position.
Cartesian coordinates (Å):
1 Cl -0.64 0.77 3.83  C9 1.773
2 Cl -0.84 -2.67 3.47  C10 1.728
3 Cl -0.93 1.26 -4.84  C11 1.754
4 Cl 0.63 -1.87 -4.99  C12 1.773
5 Cl 0.14 2.09 0.83  C13 1.742
6 Cl -0.37 -3.59 0.34  C14 1.783
7 Cl -1.69 2.00 -1.68  C15 1.790
8 Cl 1.29 -2.93 -2.03  C16 1.741
9 C -0.55 -0.10 2.29  Cl1 1.773, C10 1.445, C13 1.383
10 C -0.54 -1.54 2.19  Cl2 1.728, C9 1.445, C14 1.372
11 C -0.46 0.31 -3.44  Cl3 1.754, C12 1.452, C15 1.370
12 C 0.11 -1.02 -3.52  Cl4 1.773, C11 1.452, C16 1.352
13 C -0.29 0.41 1.03  Cl5 1.742, C9 1.383, C17 1.449
14 C -0.29 -1.90 0.89  Cl6 1.783, C10 1.372, C17 1.469
15 C -0.64 0.62 -2.12  Cl7 1.790, C11 1.370, C18 1.455
16 C 0.32 -1.51 -2.28  Cl8 1.741, C12 1.352, C18 1.467
17 C -0.24 -0.68 0.08  C13 1.449, C14 1.469, C18 1.413
18 C -0.22 -0.53 -1.33  C15 1.455, C16 1.467, C17 1.413

=====

(2)
Here is the molecule C5H15N2PS from the Open Molecules 2025 dataset. Energies are from ωB97M-V with the def2-TZVPD basis set.

Results
total energy: -1048.5500 Ha
relative energy (zero: lowest compared OMol25 entry of this formula, charge and spin): 0.00 kcal per mole
lowest unoccupied orbital energy: 0.83 eV
SMILES string: CSP(N(C)C)N(C)C

Bonds (Å) are listed after each position.
Cartesian coordinates (Å):
1 C 0.91 1.27 1.43  N6 1.451, H10 1.090, H11 1.093, H12 1.099
2 C 0.61 2.42 -0.66  N6 1.442, H13 1.089, H14 1.099, H15 1.093
3 C -0.12 -2.78 -0.23  N7 1.457, H16 1.090, H17 1.098, H18 1.091
4 C 1.95 -1.59 -0.12  N7 1.453, H19 1.097, H20 1.087, H21 1.093
5 C -3.09 0.71 -0.39  S9 1.832, H22 1.086, H23 1.086, H24 1.085
6 N 0.84 1.16 -0.02  C1 1.451, C2 1.442, P8 1.858
7 N 0.52 -1.52 0.11  C3 1.457, C4 1.453, P8 1.718
8 P -0.32 -0.19 -0.57  N6 1.858, N7 1.718, S9 2.126
9 S -1.96 -0.13 0.78  C5 1.832, P8 2.126
10 H 0.87 0.28 1.88  C1 1.090
11 H 1.85 1.75 1.71  C1 1.093
12 H 0.08 1.87 1.84  C1 1.099
13 H 0.46 2.26 -1.73  C2 1.089
14 H -0.25 2.97 -0.25  C2 1.099
15 H 1.50 3.05 -0.53  C2 1.093
16 H -1.20 -2.69 -0.12  C3 1.090
17 H 0.11 -3.10 -1.25  C3 1.098
18 H 0.23 -3.55 0.46  C3 1.091
19 H 2.20 -1.91 -1.14  C4 1.097
20 H 2.40 -0.61 0.05  C4 1.087
21 H 2.38 -2.31 0.58  C4 1.093
22 H -3.44 0.01 -1.15  C5 1.086
23 H -2.58 1.55 -0.86  C5 1.086
24 H -3.94 1.08 0.18  C5 1.085

=====

(3)
Here is a cluster of 2 separate species, C2H3NOS2 in total from the Open Molecules 2025 dataset. Energies are from ωB97M-V with the def2-TZVPD basis set.

Results
total energy: -1004.3322 Ha
relative energy (zero: lowest compared OMol25 entry of this formula, charge and spin): 34.75 kcal per mole
lowest unoccupied orbital energy (spin up / spin down): -1.33 / -1.33 eV

Bonds (Å) are listed after each position.
Cartesian coordinates (Å):
1 C -1.77 -1.94 0.37  N3 1.193, O4 1.185
2 C 0.63 1.97 -0.53  S5 1.631, H7 1.080, H8 1.086
3 N -0.65 -1.55 0.51  C1 1.193, H9 0.989
4 O -2.93 -2.16 0.24  C1 1.185
5 S 1.69 0.79 -0.91  C2 1.631, S6 1.928
6 S 2.16 -0.29 0.61  S5 1.928
7 H 0.09 2.22 0.37  C2 1.080
8 H 0.48 2.60 -1.40  C2 1.086
9 H 0.30 -1.63 0.74  N3 0.989